Entry 1:
Formula: C18H25ClN4
Source: OMol25
Level of theory: ωB97M-V/def2-TZVPD

Calculated values
Energy, a.u.: -1380.08127
E_LUMO, hartree: 0.02497
Energy above the lowest of the compared OMol25 structures with the same formula, charge and spin, eV: 0.7439
Total charge: 0
Largest force on an atom, eV Å⁻¹: 4.919
HOMO level, eV: -8.14
Structure (SMILES): [H]/N=C(/CCl)NCCCc1nn(CC2CCCC2)c2ccccc12

XYZ file:
```
48
C18H25ClN4, DFT ωB97M-V/def2-TZVPD
Cl 5.027 -2.521 2.469
N -1.206 1.749 0.373
N -0.343 1.215 1.291
N 3.181 -4.774 0.587
N 1.851 -3.141 1.206
C -2.333 0.183 1.460
C 1.474 1.260 -3.203
C -0.126 3.062 -3.054
C -0.757 2.755 -0.609
C 4.354 -2.602 0.832
C -3.393 -0.629 1.757
C -0.457 2.067 -1.953
C 3.129 -3.504 0.900
C 0.273 -1.919 2.568
C 1.283 2.721 -3.502
C -4.701 0.431 0.006
C -0.291 -0.547 3.040
C -2.455 1.136 0.430
C -0.962 0.253 1.938
C 0.761 1.107 -1.850
C -4.575 -0.515 1.026
C 1.396 -1.808 1.562
C -3.644 1.310 -0.260
H 1.393 2.903 -4.584
H 5.038 -3.080 0.148
H -1.580 3.447 -0.764
H -3.397 -1.344 2.568
H 0.983 0.618 -3.943
H 1.186 -3.862 1.276
H -1.326 1.492 -2.321
H -5.396 -1.179 1.236
H 0.110 3.304 -0.226
H -1.036 -0.698 3.837
H -0.190 4.104 -2.711
H -3.668 2.065 -0.999
H 2.009 3.368 -2.972
H -0.528 -2.511 2.140
H 1.056 -1.216 0.698
H 0.526 0.091 3.446
H -5.608 0.528 -0.571
H 2.343 -5.374 0.683
H 0.649 -2.493 3.443
H 2.523 1.063 -3.160
H 1.456 1.380 -1.017
H -0.814 2.926 -3.933
H 4.124 -1.605 0.445
H 2.238 -1.263 2.028
H 0.426 0.051 -1.761
```

Atom charges from the Mulliken analysis, given in e for atoms 1 to 5:
1. Cl -0.1762
2. N 0.8861
3. N -0.8601
4. N -0.8230
5. N -0.1420

=====

Entry 2:
Formula: C3H12O4
Source: OMol25
Level of theory: ωB97M-V/def2-TZVPD

Calculated values
Energy, a.u.: -422.39768
E_LUMO, hartree: 0.01487
Energy above the lowest of the compared OMol25 structures with the same formula, charge and spin, eV: 1.7359
Total charge: 0
Largest force on an atom, eV Å⁻¹: 1.361
HOMO level, eV: -9.16
Structure (SMILES): C=CCO.O.O.O

XYZ file:
```
19
C3H12O4, DFT ωB97M-V/def2-TZVPD
O 1.738 0.675 0.707
O -0.993 2.021 0.295
O -0.829 -1.565 1.838
O -2.633 -0.328 0.235
C 1.622 -0.153 -1.584
C 0.488 -0.231 -2.319
C 1.800 -0.511 -0.129
H -0.503 0.039 -1.951
H -1.603 -1.154 1.425
H 2.772 -0.984 0.036
H 2.473 0.048 -2.234
H -2.288 0.546 -0.019
H -0.150 1.563 0.427
H 1.013 -1.218 0.146
H 0.585 -0.660 -3.308
H -3.531 -0.367 -0.111
H -0.819 -1.201 2.728
H -1.496 1.781 1.086
H 1.491 0.388 1.593
```

Atom charges from the Mulliken analysis, given in e for atoms 1 to 5:
1. O -0.5930
2. O -0.7379
3. O -0.6167
4. O -0.6716
5. C -0.2544

=====

Entry 3:
Formula: C32H29F4N6OZn
Source: OMol25
Level of theory: ωB97M-V/def2-TZVPD

Calculated values
Energy, a.u.: -3819.28866
E_LUMO, hartree: -0.12820
Total charge: +1
Largest force on an atom, eV Å⁻¹: 0.099
HOMO level, eV: -9.79

XYZ file:
```
73
C32H29F4N6OZn, DFT ωB97M-V/def2-TZVPD
Zn -2.077 0.445 1.878
F -1.271 -2.028 2.119
F -4.351 -1.362 5.671
F -3.658 -3.698 6.679
F -0.546 -4.354 3.215
O 6.970 -1.379 -7.046
N -3.157 -0.427 3.190
N 3.235 -0.118 -1.949
N -1.959 -0.102 -0.131
N -0.043 0.645 1.613
N 1.678 -0.731 -3.409
N -3.422 2.107 2.053
C -2.088 -4.108 4.982
C 0.345 0.310 0.360
C -3.059 -3.308 5.550
C -3.433 -2.093 5.005
C 8.349 -1.290 -6.715
C -4.630 1.314 2.406
C -3.621 2.804 0.764
C 2.242 0.980 2.211
C 4.727 -1.257 -6.450
C -3.115 3.079 3.145
C -1.498 -3.636 3.827
C -2.934 -0.498 -0.927
C 4.044 -0.743 -4.194
C 0.878 0.955 2.509
C -2.704 -0.893 -2.247
C 3.015 -0.523 -3.182
C -0.365 -0.475 -1.894
C -1.873 -2.436 3.273
C -0.687 -0.091 -0.581
C 6.393 -0.849 -4.752
C 1.691 0.318 -0.020
C -1.726 2.910 3.727
C 1.015 -0.434 -2.245
C -4.345 0.333 3.538
C 3.733 -1.051 -5.522
C 2.652 0.670 0.939
C -1.420 -0.878 -2.730
C 5.381 -0.644 -3.828
C 6.068 -1.158 -6.071
C -2.351 3.453 0.249
C -2.860 -1.601 3.823
C 2.004 -0.057 -1.364
H -2.538 3.921 -0.717
H -1.982 4.228 0.921
H 5.627 -0.406 -2.803
H -4.921 0.749 1.516
H -3.932 -0.515 -0.506
H -1.222 -1.185 -3.749
H -4.417 3.550 0.874
H 8.619 -2.029 -5.959
H -5.458 1.982 2.665
H -3.975 2.065 0.043
H -1.803 -5.051 5.422
H 0.526 1.190 3.505
H 8.890 -1.499 -7.633
H -4.246 0.871 4.487
H 2.704 -1.126 -5.855
H 4.496 -1.494 -7.479
H -5.225 -0.307 3.640
H -3.532 -1.212 -2.863
H -3.859 2.958 3.932
H -3.245 4.091 2.756
H -0.961 3.072 2.966
H -1.609 1.908 4.149
H 7.422 -0.768 -4.436
H -1.557 2.714 0.116
H 8.605 -0.289 -6.363
H 2.949 1.240 2.985
H 3.696 0.677 0.655
H -1.558 3.629 4.530
H 1.279 -1.064 -4.269
```

Atom charges from the Mulliken analysis, given in e for atoms 1 to 5:
1. Zn -0.8506
2. F -0.1725
3. F -0.3224
4. F -0.3026
5. F -0.3041

=====

Entry 4:
Formula: C5H8O
Source: OMol25
Level of theory: ωB97M-V/def2-TZVPD

Calculated values
Energy, a.u.: -270.30219
E_LUMO, hartree: 0.02803
Energy above the lowest of the compared OMol25 structures with the same formula, charge and spin, eV: 6.9581
Total charge: 0
Largest force on an atom, eV Å⁻¹: 0.544
HOMO level, eV: -8.18

XYZ file:
```
14
C5H8O, DFT ωB97M-V/def2-TZVPD
O 0.733 -1.486 -1.193
C -0.307 -0.498 -1.065
C -0.785 1.271 0.512
C -0.020 0.135 0.228
C 1.370 -0.590 -0.349
C 0.882 -0.745 1.040
H -2.023 0.381 -0.169
H -0.874 1.607 1.542
H -0.328 0.153 -1.944
H 1.420 -0.198 1.810
H -0.900 2.051 -0.238
H 0.560 -1.749 1.318
H -1.929 -0.330 -0.765
H 2.201 -0.003 -0.726
```

Atom charges from the Mulliken analysis, given in e for atoms 1 to 5:
1. O -0.3631
2. C -0.4321
3. C -1.2232
4. C 0.7079
5. C -0.1010

=====

Entry 5:
Formula: C5H19N2O4
Source: OMol25
Level of theory: ωB97M-V/def2-TZVPD

Calculated values
Energy, a.u.: -612.28824
E_LUMO, hartree: 0.12642
Energy above the lowest of the compared OMol25 structures with the same formula, charge and spin, eV: 3.5040
Total charge: -1
Largest force on an atom, eV Å⁻¹: 4.949
HOMO level, eV: -4.69

XYZ file:
```
30
C5H19N2O4, DFT ωB97M-V/def2-TZVPD
O -1.929 -2.064 -1.278
O -1.875 -1.659 1.728
O 0.713 3.916 1.172
O 0.167 -3.381 -0.783
N 0.514 0.880 0.802
N 0.589 0.439 -2.994
C 1.344 0.330 1.934
C -0.705 0.029 0.487
C -1.554 -0.261 1.778
C 0.733 1.338 -1.811
C 1.276 0.732 -0.495
H -0.532 -1.079 0.280
H 1.363 2.120 -2.063
H -0.743 -2.951 -1.250
H 1.784 -0.661 1.475
H 1.415 -0.335 -0.792
H -2.448 0.305 1.536
H -0.368 1.560 -1.658
H 0.697 3.900 0.210
H 2.196 1.340 -0.526
H -1.006 -0.061 2.757
H -0.121 -0.371 -2.720
H -2.424 -2.466 -1.947
H -1.431 0.430 -0.215
H 0.659 -0.169 2.614
H 0.759 2.993 1.404
H -0.284 -3.807 0.009
H -2.287 -1.874 0.842
H 2.139 0.976 2.556
H 1.359 -0.149 -3.052
```

Atom charges from the Mulliken analysis, given in e for atoms 1 to 5:
1. O -0.9802
2. O -0.5688
3. O -0.7010
4. O -0.7852
5. N 0.1134

=====

Entry 6:
Formula: C6H10O
Source: OMol25
Level of theory: ωB97M-V/def2-TZVPD

Calculated values
Energy, a.u.: -309.82882
E_LUMO, hartree: 0.02216
Energy above the lowest of the compared OMol25 structures with the same formula, charge and spin, eV: 0.3687
Total charge: 0
Largest force on an atom, eV Å⁻¹: 0.697
HOMO level, eV: -9.54
Structure (SMILES): CC/C=C\C(C)=O

XYZ file:
```
17
C6H10O, DFT ωB97M-V/def2-TZVPD
O 0.543 1.491 0.692
C -0.609 2.338 -1.195
C 0.240 -1.380 1.140
C -0.872 -1.087 0.194
C 1.607 -1.432 0.477
C -1.136 0.095 -0.351
C -0.283 1.295 -0.182
H 1.868 -0.442 0.106
H -1.986 0.176 -1.021
H 1.595 -2.175 -0.327
H 0.124 3.132 -1.089
H -0.602 1.922 -2.217
H -1.611 2.634 -0.880
H 0.307 -0.615 1.911
H -1.519 -1.924 -0.059
H -0.016 -2.344 1.564
H 2.350 -1.684 1.238
```

Atom charges from the Mulliken analysis, given in e for atoms 1 to 5:
1. O -0.5693
2. C -1.3273
3. C -0.5610
4. C -0.2852
5. C -0.9727